Molecular formula: C40H54N7O3RbSSe2
Method: DFT, ωB97M-V/def2-TZVPD

## Properties
Gap between HOMO and LUMO (Eh): 0.17742
Highest occupied orbital energy (eV): -1.28
Relative energy (zero: lowest compared OMol25 entry of this formula, charge and spin) (kJ/mol): 126.9
M (g mol⁻¹): 956.4
Calculated total energy (a.u.): -7390.909689
Total charge: -2

The geometry in XYZ format:
```
108
Properties=species:S:1:pos:R:3:forces:R:3
Rb 0.2686 0.5485 0.2959 0.1 -0.1 0.4
C -2.4092 -3.4128 2.3300 0.0 0.0 -0.1
C -2.2177 -3.1949 0.8447 0.0 0.0 -0.1
C -3.1444 -2.4739 0.0844 0.0 0.0 0.0
C -4.5159 -2.1206 0.6204 0.2 0.0 0.0
C -2.8500 -2.1284 -1.2414 0.0 0.0 0.0
C -3.7971 -1.2256 -1.9985 0.1 -0.1 0.0
C -1.6902 -2.6154 -1.8473 -0.1 0.0 0.0
C -1.3984 -2.3055 -3.2974 0.0 0.0 0.1
C -0.8067 -3.4140 -1.1123 0.1 0.0 0.0
C 0.4306 -3.9714 -1.7790 -0.1 0.1 0.1
C -1.0632 -3.7023 0.2314 0.0 -0.1 0.0
C -0.1092 -4.5799 1.0017 -0.1 -0.1 -0.1
H -3.1524 -2.7411 2.7524 0.0 0.0 0.0
H -1.4695 -3.2192 2.8470 0.0 0.0 0.0
H -2.7172 -4.4372 2.5602 0.0 0.0 0.0
H -4.6499 -1.0417 0.7201 -0.1 0.0 0.0
H -4.7077 -2.5766 1.5877 0.0 0.0 0.0
H -5.2789 -2.4824 -0.0725 0.0 0.1 0.0
H -4.3057 -0.5401 -1.3245 0.0 0.0 0.0
H -4.5604 -1.7961 -2.5399 0.0 0.0 0.0
H -3.2565 -0.6163 -2.7192 0.0 0.0 0.0
H -0.7439 -1.4316 -3.3764 0.0 0.0 -0.1
H -2.3102 -2.1033 -3.8551 0.0 0.0 0.0
H -0.9012 -3.1437 -3.7831 0.0 0.0 0.0
H 0.8467 -3.2602 -2.4903 0.0 0.0 0.0
H 0.1909 -4.8974 -2.3133 0.1 0.0 0.0
H 1.2058 -4.1892 -1.0485 0.0 0.0 0.0
H 0.7991 -4.0270 1.2702 -0.3 -0.2 0.0
H 0.1875 -5.4438 0.4049 0.0 0.0 0.0
H -0.5495 -4.9534 1.9220 0.0 0.0 0.0
C -0.4354 6.1835 -3.2981 -0.1 -0.2 -0.1
C -1.2573 5.0920 -3.9862 0.1 0.0 0.1
N -1.9089 4.1942 -3.0474 0.1 0.1 0.0
C -1.1637 3.2712 -2.3146 0.1 0.0 -0.1
S -1.8405 2.8588 -0.7919 -0.2 -0.5 0.2
N -0.0389 2.9205 -2.8777 0.0 0.5 -0.7
N 0.6671 1.8593 -2.4303 0.1 -0.3 0.6
C 1.9198 1.8579 -2.7345 -0.4 0.6 -0.3
C 2.5542 3.0304 -3.4440 -0.1 -0.1 0.1
C 2.7264 0.6722 -2.3998 0.3 -0.5 0.2
C 4.0690 0.5475 -2.7701 -0.1 0.2 0.0
C 4.7999 -0.5523 -2.3452 0.0 -0.2 0.1
C 4.1824 -1.5253 -1.5812 0.2 0.3 -0.2
C 2.8306 -1.3562 -1.3147 -0.2 -0.3 -0.3
N 2.1246 -0.3072 -1.7074 0.0 0.2 -0.1
H -0.0170 6.8781 -4.0306 0.0 0.0 0.0
H 0.3800 5.7232 -2.7406 -0.1 0.1 -0.1
H -1.0487 6.7485 -2.5930 0.0 0.0 0.0
H -0.6008 4.4844 -4.6065 -0.1 0.0 -0.1
H -2.0275 5.5438 -4.6179 0.0 -0.1 0.0
H -2.6101 4.6230 -2.4651 0.0 0.0 0.0
H 2.0472 3.9395 -3.1286 0.0 0.0 -0.1
H 2.4074 2.9357 -4.5245 0.1 0.1 0.0
H 3.6167 3.1199 -3.2313 0.0 0.0 0.0
H 4.5511 1.3005 -3.3765 0.0 0.1 0.0
H 5.8475 -0.6365 -2.6087 0.0 0.0 0.0
H 4.7137 -2.3827 -1.1942 0.0 0.0 0.1
H 2.3023 -2.1017 -0.7324 0.1 0.1 -0.1
O 4.4504 -2.7736 4.2601 0.1 -0.1 -0.2
C 3.4262 -1.8407 4.5640 -0.1 0.1 0.0
C 3.3952 -0.6091 3.6419 0.1 0.1 -0.1
C 4.6299 0.2391 4.0201 -0.1 -0.1 0.1
O 5.0582 1.1661 3.0431 -0.1 0.1 -0.1
C 3.4724 -0.9941 2.1542 0.1 -0.2 -0.1
Se 2.4827 -2.6188 1.6082 0.2 0.0 0.7
C 2.0697 0.1098 3.9173 -0.2 0.2 0.0
Se 1.9458 2.0589 3.5700 0.1 0.1 -0.3
H 4.1965 -3.1405 3.3902 -0.1 0.0 0.1
H 3.6055 -1.5022 5.5919 0.0 0.0 0.0
H 2.4470 -2.3301 4.5300 0.0 0.0 0.0
H 5.4713 -0.4355 4.2035 0.0 0.0 -0.1
H 4.3942 0.7613 4.9604 0.0 0.0 0.0
H 4.2898 1.7597 2.9082 0.0 0.0 0.1
H 4.5072 -1.1434 1.8518 0.0 0.1 0.0
H 3.0707 -0.1750 1.5567 0.2 0.2 0.1
H 1.7819 -0.0143 4.9648 0.0 -0.1 0.0
H 1.3045 -0.3571 3.2960 -0.1 -0.2 0.2
C 3.2565 8.0812 -0.4949 -0.1 0.0 0.1
C 2.1066 7.3274 0.1244 0.1 0.1 0.0
C 1.5764 6.1932 -0.4764 0.1 0.1 0.2
C 0.5263 5.5027 0.1044 0.0 -0.1 0.0
C -0.0175 5.9375 1.3097 0.0 0.1 0.0
N -1.0631 5.1752 1.8597 0.1 0.0 0.1
C -1.9372 5.5525 2.8303 -0.2 0.0 -0.2
O -2.0585 6.6767 3.2968 0.2 -0.1 0.0
N -2.8040 4.5534 3.2548 0.1 0.0 0.1
C -2.8522 3.1942 2.9239 -0.1 -0.2 -0.1
C -4.0893 2.5731 2.7827 0.1 0.0 -0.1
C -4.1364 1.2320 2.4469 -0.1 0.1 0.1
C -2.9426 0.5545 2.2602 0.0 0.0 0.1
N -1.7592 1.1294 2.4418 0.0 -0.2 0.0
C -1.7048 2.4085 2.7810 0.0 0.2 0.2
C 0.5078 7.0709 1.9273 0.0 0.0 0.0
C 1.5574 7.7491 1.3301 0.0 -0.1 0.0
H 3.7365 7.4854 -1.2710 0.0 0.0 0.0
H 4.0019 8.3301 0.2621 0.1 0.0 0.0
H 2.9156 9.0179 -0.9444 0.0 0.0 0.0
H 2.0024 5.8310 -1.4053 0.0 0.0 0.0
H 0.1270 4.6081 -0.3637 0.0 0.1 0.0
H -1.2031 4.2751 1.4178 -0.1 0.0 -0.1
H -3.5925 4.9262 3.7530 0.0 0.1 0.1
H -5.0042 3.1363 2.9311 0.0 0.1 -0.1
H -5.0914 0.7369 2.3256 0.0 -0.1 0.0
H -2.9224 -0.4951 1.9906 0.0 0.0 0.0
H -0.7091 2.7974 2.9928 0.0 0.0 -0.1
H 0.1025 7.4038 2.8686 0.0 0.0 0.0
H 1.9732 8.6180 1.8294 0.0 0.0 0.0
```
Positions in Å, forces in eV/Å.

Results of the Mulliken charge analysis, in e, for atoms 1 through 99:
1. Rb 0.63
2. C -2.62
3. C 1.34
4. C 1.03
5. C -2.05
6. C 1.26
7. C -2.34
8. C 0.75
9. C -2.31
10. C 1.96
11. C -2.54
12. C 0.76
13. C -1.92
14. H 0.35
15. H 0.44
16. H 0.47
17. H 0.18
18. H 0.37
19. H 0.49
20. H 0.33
21. H 0.30
22. H 0.51
23. H 0.23
24. H 0.51
25. H 0.49
26. H 0.44
27. H 0.44
28. H 0.40
29. H -0.39
30. H 0.40
31. H 0.45
32. C -0.33
33. C -0.68
34. N -0.20
35. C -0.08
36. S -0.35
37. N -0.79
38. N 0.39
39. C 0.86
40. C -0.96
41. C 0.02
42. C -0.97
43. C -0.52
44. C -1.02
45. C -0.56
46. N 0.37
47. H 0.39
48. H -0.41
49. H 0.29
50. H 0.29
51. H 0.38
52. H 0.26
53. H -0.07
54. H 0.22
55. H 0.40
56. H 0.32
57. H 0.39
58. H 0.52
59. H 0.59
60. O -0.65
61. C -1.52
62. C 3.01
63. C -1.54
64. O -0.52
65. C -1.65
66. Se -0.25
67. C -0.99
68. Se -0.57
69. H 0.32
70. H 0.55
71. H 0.41
72. H 0.51
73. H 0.27
74. H 0.27
75. H 0.60
76. H 0.25
77. H 0.43
78. H 0.07
79. C -1.57
80. C 0.57
81. C -0.37
82. C 1.02
83. C 0.33
84. N 0.30
85. C 0.27
86. O -0.75
87. N -0.04
88. C 0.73
89. C -0.94
90. C -0.64
91. C -0.27
92. N -0.01
93. C -0.90
94. C -0.58
95. C -0.70
96. H 0.35
97. H 0.37
98. H 0.29
99. H -0.07